Entry 1:
A cluster of 2 separate species, C2H6ClNOS in total, computed with ωB97M-V/def2-TZVPD.

The HOMO energy is -8.87 eV. The calculated total energy comes out at -29064.368 eV. Its lowest unoccupied orbital energy is 0.641 eV. As for the SMILES: C=CCl.NSO. The HOMO-LUMO gap comes out at 9.51 eV.

Each atom is followed by the atoms it is bonded to, with distances in Å.
Cartesian coordinates (Å):
1 C -1.533 1.069 1.152  C2 1.338, H4 1.125, H5 1.040
2 C -0.387 1.308 0.502  C1 1.338, Cl3 1.745, H6 1.073
3 Cl -0.252 2.764 -0.450  C2 1.745
4 H -1.732 0.095 1.677  C1 1.125
5 H -2.405 1.504 0.787  C1 1.040
6 H 0.561 1.072 0.947  C2 1.073
7 N 1.266 -1.222 -2.631  S8 1.721, H10 1.036, H11 0.985
8 S -0.226 -1.909 -2.118  N7 1.721, O9 1.670
9 O -1.209 -1.200 -3.267  S8 1.670, H12 0.979
10 H 2.031 -1.921 -2.647  N7 1.036
11 H 1.444 -0.586 -1.901  N7 0.985
12 H -1.452 -1.858 -3.951  O9 0.979

Entry 2:
A cluster of 2 separate species, C6H15NO2 in total, computed with ωB97M-V/def2-TZVPD.

The HOMO energy is -9.01 eV. The calculated total energy comes out at -12050.005 eV. Its lowest unoccupied orbital energy is 0.517 eV. As for the SMILES: CCC(=O)N(C)CC.O. The HOMO-LUMO gap comes out at 9.53 eV.

Each atom is followed by the atoms it is bonded to, with distances in Å.
Cartesian coordinates (Å):
1 C 0.000 0.000 0.000  C2 1.524, H9 1.103, H10 1.103, H11 1.103
2 C -1.246 0.393 -0.783  C1 1.524, C3 1.551, H12 1.107, H13 1.107
3 C -1.243 1.834 -1.356  C2 1.551, O4 1.206, N5 1.345
4 O -0.233 2.474 -1.200  C3 1.206
5 N -2.236 2.375 -2.083  C3 1.345, C6 1.473, C7 1.487
6 C -2.637 3.792 -2.041  N5 1.473, H14 1.103, H15 1.103, H16 1.103
7 C -3.128 1.543 -2.933  N5 1.487, C8 1.553, H17 1.107, H18 1.107
8 C -2.714 1.477 -4.428  C7 1.553, H19 1.103, H20 1.103, H21 1.103
9 H -0.111 -1.028 0.383  C1 1.103
10 H 0.164 0.678 0.854  C1 1.103
11 H 0.887 0.038 -0.655  C1 1.103
12 H -2.113 0.236 -0.113  C2 1.107
13 H -1.354 -0.301 -1.640  C2 1.107
14 H -2.185 4.233 -1.136  C6 1.103
15 H -3.733 3.903 -1.976  C6 1.103
16 H -2.279 4.352 -2.922  C6 1.103
17 H -3.187 0.544 -2.461  C7 1.107
18 H -4.153 1.959 -2.969  C7 1.107
19 H -1.636 1.315 -4.596  C8 1.103
20 H -3.015 2.403 -4.947  C8 1.103
21 H -3.269 0.631 -4.867  C8 1.103
22 O -4.112 -0.828 0.856  H23 0.984, H24 0.984
23 H -3.964 0.103 0.572  O22 0.984
24 H -5.089 -0.906 0.947  O22 0.984

Entry 3:
The ion C6H12NO with charge -1, computed with ωB97M-V/def2-TZVPD.

The HOMO energy is -2.55 eV. The calculated total energy comes out at -9953.242 eV. Its lowest unoccupied orbital energy is 3.703 eV. The charge is -1. As for the SMILES: C=CC[C@@H](C)NC[O-]. The HOMO-LUMO gap comes out at 6.25 eV.

Each atom is followed by the atoms it is bonded to, with distances in Å.
Cartesian coordinates (Å):
1 C -1.120 -3.138 -0.905  C2 1.323, H9 1.092, H10 1.084
2 C -0.706 -1.890 -1.057  C1 1.323, C3 1.492, H11 1.077
3 C 0.561 -1.350 -0.485  C2 1.492, C4 1.533, H12 1.097, H13 1.103
4 C 0.367 -0.095 0.375  C3 1.533, C5 1.536, N6 1.454, H14 1.094
5 C 1.708 0.342 0.983  C4 1.536, H15 1.085, H16 1.107, H17 1.099
6 N -0.319 0.923 -0.404  C4 1.454, C7 1.525, H18 1.020
7 C -0.817 2.089 0.443  N6 1.525, O8 1.325, H19 1.118, H20 1.120
8 O 0.111 2.942 0.851  C7 1.325
9 H -0.594 -3.905 -0.335  C1 1.092
10 H -2.061 -3.474 -1.327  C1 1.084
11 H -1.317 -1.210 -1.627  C2 1.077
12 H 1.064 -2.139 0.087  C3 1.097
13 H 1.259 -1.044 -1.283  C3 1.103
14 H -0.297 -0.339 1.208  C4 1.094
15 H 1.776 1.423 0.923  C5 1.085
16 H 2.609 -0.104 0.519  C5 1.107
17 H 1.776 0.102 2.054  C5 1.099
18 H 0.374 1.387 -0.990  N6 1.020
19 H -1.591 2.538 -0.228  C7 1.118
20 H -1.358 1.560 1.269  C7 1.120